1.
C64H151N9O12 | ωB97M-V/def2-TZVPD

Atoms and positions in Å:
C  -5.675359  -3.589916  -1.691554
O  -6.845549  -4.261886  -2.117954
H  -5.935679  -2.600596  -1.315274
H  -5.247069  -3.990966  -0.772954
H  -4.871939  -3.512716  -2.424114
H  -6.575799  -5.070546  -2.559434
C  -2.665559  4.188574  1.225446
O  -1.415329  4.019334  0.603196
H  -2.634169  3.912304  2.279386
H  -2.920049  5.248404  1.215516
H  -3.342979  3.687404  0.534046
H  -1.458979  4.231254  -0.332104
C  -0.478659  -4.041096  -2.178624
O  -1.074269  -4.595626  -3.353634
H  -0.564449  -4.793946  -1.395064
H  0.553131  -3.716276  -2.312804
H  -1.065489  -3.166656  -1.897394
H  -1.084759  -3.948256  -4.062434
C  -0.350229  3.471154  -6.299064
C  -0.652769  2.303454  -5.292524
C  -1.418039  1.108714  -5.769764
O  -2.583499  1.550964  -6.479974
C  -3.584039  2.073024  -5.593404
N  0.643611  1.948424  -4.714574
H  -1.315119  3.727074  -6.736774
H  0.336801  3.152644  -7.083064
H  0.004001  4.350634  -5.761354
H  -1.329839  2.723214  -4.548554
H  -1.595559  0.425654  -4.939094
H  -0.838229  0.552974  -6.506694
H  -3.941559  1.235324  -4.994614
H  -4.453149  2.320464  -6.202934
H  -3.291019  2.962514  -5.035694
H  0.454251  1.148324  -4.127984
H  0.880061  2.721504  -4.109144
C  -2.162779  6.682714  -2.383984
C  -1.408009  5.353274  -2.521754
C  -0.053039  5.330444  -1.765584
O  0.362051  4.024394  -2.023494
C  1.704811  3.732084  -1.603934
N  -2.382569  4.424704  -2.022214
H  -3.181489  6.586594  -2.759604
H  -1.705379  7.581344  -2.797934
H  -2.230649  6.871104  -1.312534
H  -1.263009  5.202374  -3.591474
H  -0.214299  5.593464  -0.720164
H  0.599691  6.091454  -2.193244
H  1.922291  2.663994  -1.605234
H  1.772381  3.838834  -0.521284
H  2.457601  4.324554  -2.123914
H  -3.267259  4.672164  -2.441964
H  -2.147019  3.478864  -2.286794
C  -3.059849  -4.329856  -6.666794
C  -2.216479  -3.265616  -7.358874
C  -0.821809  -2.953136  -6.687804
O  -0.906369  -2.540696  -5.302794
C  0.219631  -1.892466  -4.751984
N  -1.903849  -3.883086  -8.633494
H  -4.102489  -4.365196  -6.982624
H  -3.063149  -4.124426  -5.596334
H  -2.607079  -5.321076  -6.691194
H  -2.812009  -2.358406  -7.460964
H  -0.405239  -2.208776  -7.366414
H  -0.252929  -3.881656  -6.735994
H  0.029671  -1.185646  -3.944264
H  0.662001  -1.309246  -5.559614
H  0.873271  -2.636356  -4.296474
H  -1.521349  -4.798396  -8.443764
H  -2.791929  -4.155786  -9.029794
C  -7.621309  -0.060216  -1.683774
C  -8.057259  -0.206696  -3.186324
C  -8.187839  1.110794  -4.003594
O  -8.740249  2.255864  -3.440314
C  -10.055469  2.101624  -2.897084
N  -7.055239  -1.039656  -3.804404
H  -6.575659  0.246214  -1.712514
H  -7.706339  -0.992106  -1.124794
H  -8.081309  0.739494  -1.103284
H  -9.030869  -0.675376  -3.329544
H  -8.689569  0.916264  -4.951494
H  -7.152519  1.434424  -4.110724
H  -10.805719  2.149904  -3.686314
H  -10.282519  2.882624  -2.171424
H  -10.160389  1.172524  -2.336854
H  -7.081529  -1.982386  -3.442934
H  -7.226039  -1.178076  -4.790194
C  3.703661  1.768274  3.594146
C  2.853141  2.272354  4.743316
C  3.047811  1.532334  6.065706
C  4.346901  1.775064  6.673976
C  4.423391  3.264374  6.918436
C  4.337661  4.129414  5.666696
N  3.064211  3.734984  4.996006
O  2.860511  4.589704  3.885746
C  4.160291  5.596014  6.173206
C  5.711241  4.074924  4.922616
C  1.439941  1.965684  4.386556
H  3.294231  0.834504  3.208736
H  4.779151  1.644904  3.721436
H  3.696401  2.396474  2.703416
H  2.245151  1.729054  6.776436
H  3.001591  0.485994  5.763796
H  5.216971  1.421614  6.120676
H  4.394041  1.272144  7.639876
H  5.384951  3.349134  7.424716
H  3.571561  3.494874  7.558246
H  4.973231  5.829974  6.860586
H  4.208821  6.341724  5.379696
H  3.249121  5.736444  6.754706
H  6.580931  4.597684  5.320686
H  6.106881  3.091134  4.670196
H  5.518661  4.442274  3.914616
H  1.114091  2.468444  3.475986
H  0.822091  2.274374  5.229806
H  1.178091  0.912254  4.287426
H  1.984721  4.947514  4.048756
C  -3.271459  -0.654406  -2.562714
C  -2.630729  -0.440136  -1.162294
C  -3.148279  -1.525606  -0.265244
C  -2.456529  -1.637656  1.093246
C  -0.966619  -1.757646  0.908266
C  -0.265869  -0.633936  0.067036
N  -1.137699  -0.374626  -1.148094
O  -0.665389  0.633324  -1.984594
C  -0.130859  0.601304  0.983116
C  1.122921  -1.105486  -0.261784
C  -3.260529  0.859244  -0.631124
H  -4.334939  -0.892986  -2.576944
H  -2.820819  -1.471336  -3.126314
H  -3.135889  0.252084  -3.152614
H  -4.208519  -1.337406  -0.096214
H  -3.131759  -2.480286  -0.790994
H  -2.868429  -2.523906  1.575946
H  -2.654059  -0.785676  1.743796
H  -0.717639  -2.679026  0.381816
H  -0.418809  -1.772346  1.850486
H  0.176651  1.494434  0.439196
H  -1.066849  0.966614  1.405706
H  0.449741  0.336084  1.866666
H  1.719151  -1.288936  0.632056
H  0.991631  -2.012936  -0.851174
H  1.651161  -0.410076  -0.914064
H  -2.974009  1.040604  0.404786
H  -4.349139  0.819794  -0.592834
H  -2.891079  1.679824  -1.246154
H  -1.204119  1.342424  -1.626054
C  8.406341  0.128124  -1.552804
C  7.155621  -0.461186  -2.344574
C  6.263811  -1.176826  -1.328594
C  4.841851  -1.266366  -1.838914
C  4.321461  0.151994  -2.084214
C  5.132561  0.891974  -3.178234
N  6.546551  0.833094  -2.840194
O  7.396721  1.464704  -3.819024
C  4.819811  0.300554  -4.606534
C  4.643291  2.320474  -3.163854
C  7.534941  -1.436896  -3.415744
H  9.264441  0.450494  -2.142584
H  8.851501  -0.567366  -0.841314
H  8.047141  0.998484  -1.003654
H  6.660121  -2.161746  -1.081664
H  6.211861  -0.541376  -0.444504
H  4.173381  -1.721866  -1.108324
H  4.855611  -1.873366  -2.744164
H  4.339241  0.775804  -1.190544
H  3.288181  0.073014  -2.422124
H  5.502781  0.659154  -5.376634
H  4.842931  -0.787436  -4.668534
H  3.805871  0.517694  -4.942504
H  3.562381  2.386894  -3.287634
H  4.954141  2.882224  -2.282994
H  5.053551  2.861224  -4.016714
H  7.784401  -2.347436  -2.870964
H  8.384771  -1.029206  -3.963174
H  6.719661  -1.711896  -4.084914
H  7.845451  2.173794  -3.352734
C  5.224471  -3.021426  1.936376
C  4.408251  -3.768286  3.066086
C  2.923291  -3.776716  2.603666
C  2.683801  -4.872926  1.503236
C  3.116431  -6.213116  2.072966
C  4.643501  -6.271226  2.426456
N  4.936981  -5.118616  3.366736
O  6.284601  -5.178826  3.837876
C  4.818691  -7.593406  3.194466
C  5.546521  -6.474756  1.201226
C  4.420051  -2.902526  4.341956
H  4.964571  -1.963066  1.915816
H  5.035181  -3.460796  0.956976
H  6.289791  -2.895096  2.129366
H  2.286461  -3.953446  3.470446
H  2.670001  -2.786796  2.224186
H  3.298461  -4.592306  0.647926
H  1.654661  -4.822626  1.147656
H  2.912251  -7.010276  1.358156
H  2.441621  -6.393746  2.909686
H  5.855241  -7.884486  3.364606
H  4.368471  -7.433296  4.174136
H  4.361531  -8.407936  2.632636
H  5.715601  -7.507246  0.895476
H  5.308001  -5.809616  0.371286
H  6.497211  -6.130926  1.608746
H  3.936111  -1.928596  4.268746
H  5.435241  -2.685646  4.674306
H  3.848191  -3.472246  5.074416
H  6.202221  -5.578016  4.707046
C  -4.660729  3.071564  5.085666
C  -4.113639  1.641814  4.927776
C  -2.623289  1.648354  5.376446
C  -1.989889  0.251594  5.668766
C  -2.848239  -0.442406  6.749126
C  -4.381269  -0.551596  6.270706
N  -4.860399  0.765834  5.816806
O  -6.268899  0.812694  5.539846
C  -4.497259  -1.757246  5.281136
C  -5.092039  -0.817576  7.638366
C  -4.317079  1.250174  3.425366
H  -4.457209  3.392064  6.107406
H  -5.742719  3.147134  4.977506
H  -4.097079  3.717984  4.412956
H  -2.124969  2.007124  4.475856
H  -2.497639  2.317634  6.227546
H  -0.971519  0.345824  6.045766
H  -1.892989  -0.376606  4.783286
H  -2.727549  0.052974  7.712526
H  -2.359929  -1.402886  6.913816
H  -3.801589  -1.670496  4.446496
H  -4.142949  -2.695666  5.707686
H  -5.487899  -1.874676  4.841896
H  -6.174499  -0.874236  7.523606
H  -4.718309  -1.758026  8.043286
H  -4.764549  -0.028216  8.314946
H  -4.291929  0.201244  3.130066
H  -3.519609  1.505634  2.727596
H  -5.204969  1.719374  3.001556
H  -6.614059  1.414264  6.203606

Atoms 1-3, force components in eV/Å:
0.13 0.34 1.04
0.40 0.38 -0.09
-0.36 0.28 -0.66

## Properties
Total charge: +1
Multiplicity: 2
Electronic energy: -3924.02648 Ha
<S²>: 0.755
Largest force on an atom: 2.410 eV Å⁻¹

---

2.
C50H47F3N2O3P2PdSi | ωB97M-V/def2-TZVPD

Atoms and positions in Å:
Pd  0.129781  0.458276  0.130887
C  3.288760  5.803724  1.521324
C  3.380573  4.795601  2.684046
C  4.147755  5.441993  3.838333
C  4.091849  3.550349  2.173284
C  5.464485  3.353490  2.227093
C  6.046142  2.246419  1.623480
C  5.258903  1.315727  0.965722
C  3.874376  1.456288  0.911899
P  2.717610  0.303985  0.036390
C  3.180260  0.902743  -1.642941
C  4.310676  0.524936  -2.363773
C  4.587376  1.101688  -3.594747
C  3.744969  2.073609  -4.118401
C  2.621563  2.462460  -3.404801
C  2.338431  1.876066  -2.178441
C  3.671246  -1.253788  0.170766
C  3.675012  -2.160624  -0.891863
C  4.305430  -3.388545  -0.769174
C  4.910124  -3.755260  0.425842
C  4.867641  -2.884301  1.503982
C  4.252373  -1.645749  1.375275
C  3.328725  2.592894  1.508233
O  1.985892  2.770147  1.362916
C  1.320883  3.392732  2.387891
C  0.014731  2.980579  2.646391
C  -0.656726  3.663855  3.659702
C  -0.056444  4.684417  4.374683
C  1.253975  5.048966  4.099886
C  1.967582  4.405279  3.099905
P  -0.755243  1.499391  1.784454
C  -2.471037  2.156140  1.634589
C  -3.512752  1.229624  1.576139
C  -4.806252  1.634583  1.287573
C  -5.084344  2.972224  1.039290
C  -4.052388  3.900007  1.067948
C  -2.757017  3.491748  1.357141
C  -0.892971  0.507514  3.345960
C  -1.883414  0.635542  4.318412
C  -1.841642  -0.123568  5.478639
C  -0.802542  -1.019736  5.693481
C  0.184809  -1.162666  4.730376
C  0.130082  -0.413254  3.562736
H  4.289786  6.085524  1.186153
H  2.753296  6.700618  1.841464
H  2.754653  5.366876  0.676521
H  5.147264  5.737283  3.518038
H  4.237233  4.759765  4.684683
H  3.649165  6.351558  4.173167
H  6.096810  4.073216  2.730551
H  7.120573  2.112454  1.661285
H  5.722745  0.457864  0.496071
H  4.977851  -0.233176  -1.971192
H  5.463552  0.782480  -4.147751
H  3.957616  2.516046  -5.084547
H  1.943591  3.204902  -3.808280
H  1.443522  2.149397  -1.628934
H  3.171376  -1.913121  -1.817191
H  4.290842  -4.074922  -1.607146
H  5.385759  -4.723795  0.522878
H  5.310207  -3.165238  2.452638
H  4.227284  -0.978542  2.229828
H  -1.673076  3.379167  3.896978
H  -0.608674  5.192075  5.156476
H  1.713327  5.844314  4.671851
H  -3.309330  0.172653  1.686896
H  -5.587061  0.887505  1.214321
H  -6.093183  3.282575  0.793602
H  -4.249320  4.944112  0.851072
H  -1.960741  4.228396  1.356754
H  -2.710273  1.317556  4.162049
H  -2.630564  -0.018440  6.214933
H  -0.776773  -1.619063  6.596253
H  0.984442  -1.880838  4.868278
H  0.868580  -0.556523  2.779192
C  -1.111866  1.594214  -2.963015
C  -0.471386  0.242074  -3.100243
C  -0.430343  -0.404862  -4.330572
C  0.082124  -1.700501  -4.360450
C  0.484129  -2.316462  -3.199197
C  0.368432  -1.634563  -1.950810
N  -0.021939  -0.320828  -1.984760
N  0.620695  -2.152384  -0.759810
Si  -0.013646  -3.546801  -0.067475
C  -1.254031  -4.440315  -1.183136
C  -0.886814  -3.142883  1.556607
C  1.320644  -4.821707  0.401489
H  -0.835141  2.258975  -3.785574
H  -0.842656  2.037297  -2.002789
H  -2.197196  1.463060  -2.965829
H  -0.816903  0.078684  -5.217901
H  0.142720  -2.240220  -5.301356
H  0.851952  -3.335391  -3.201378
H  -1.922643  -3.725534  -1.667932
H  -1.869410  -5.120004  -0.585156
H  -0.762161  -5.028667  -1.962531
H  -1.424017  -2.195992  1.451962
H  -0.171378  -3.050770  2.379351
H  -1.615902  -3.913779  1.826994
H  1.827261  -5.226507  -0.479138
H  0.881279  -5.657014  0.957442
H  2.077905  -4.351558  1.035078
F  -6.495833  -1.680908  -0.514261
C  -5.229828  -2.173694  -0.431494
F  -5.279376  -3.403517  -0.996115
F  -5.011704  -2.378026  0.883575
C  -4.173636  -1.223240  -1.131648
O  -4.472135  -0.988211  -2.307595
O  -3.252906  -0.868397  -0.393485

Atoms 1-3, force components in eV/Å:
0.66 -0.18 0.04
-0.03 -0.02 -0.03
0.05 0.03 0.06

## Properties
Energy above the lowest of the compared OMol25 structures with the same formula, charge and spin: 0.952 eV
Total charge: -2
Electronic energy: -3668.62812 Ha
Largest force on an atom: 0.686 eV Å⁻¹